(1)
Below is C2H3NO2S in the gas phase, with properties calculated with wB97M-V/def2-TZVPD.

CARTESIAN COORDINATES (ANGSTROEM)
S: 0.0795 -1.8997 1.9168
C: 0.0182 -0.6621 0.7791
N: -1.0281 0.1837 0.5642
O: -0.6694 0.7733 -0.7588
C: 0.6568 0.6029 -0.8731
O: 0.9139 -0.6183 -0.1059
H: -2.0276 -0.1378 0.7547
H: 1.1700 1.3809 -0.4122
H: 0.8868 0.3771 -1.8647

- gap between HOMO and LUMO (Ha) = 0.33254
- LUMO energy (eV) = 0.47
- SMILES = S=C1NOCO1
- energy above the lowest of the compared OMol25 structures with the same formula, charge and spin (kJ/mol) = 335.79

=====

(2)
Below is 2 unconnected molecules or ions with the total composition C2H3NO2S, with properties calculated with wB97M-V/def2-TZVPD.

CARTESIAN COORDINATES (ANGSTROEM)
C: -0.8603 -0.1810 0.4849
C: 0.4794 -0.3168 -0.3024
N: 2.5619 -0.1906 -0.2860
O: -1.5378 -0.9410 1.1225
O: 3.1344 0.2996 0.5928
S: -1.8708 1.2409 -0.0857
H: 0.7309 -1.2544 -0.6689
H: 0.3524 0.5539 -1.0060
H: -2.9902 0.7895 0.1488

- gap between HOMO and LUMO (spin up / spin down) (Ha) = 0.29969 / 0.29889
- LUMO energy (spin up / spin down) (eV) = -0.93 / -1.17
- energy above the lowest of the compared OMol25 structures with the same formula, charge and spin (kJ/mol) = 553.00

=====

(3)
Below is C2H3NO2S in the gas phase, with properties calculated with wB97M-V/def2-TZVPD.

CARTESIAN COORDINATES (ANGSTROEM)
C: 0.2048 -0.2622 -0.4314
C: -0.4138 -0.4296 -1.6850
N: 0.7180 0.1198 0.5079
O: 1.4649 0.4448 1.3673
O: -0.6795 0.6715 3.1514
S: 0.7793 0.8323 3.2365
H: 0.2894 -0.4148 -2.4571
H: -1.0805 -1.3693 -1.7553
H: -1.2826 0.4075 -1.9343

- gap between HOMO and LUMO (spin up / spin down) (Ha) = 0.24591 / 0.37614
- multiplicity = 3
- LUMO energy (spin up / spin down) (eV) = 0.35 / 0.02
- energy above the lowest of the compared OMol25 structures with the same formula, charge and spin (kJ/mol) = 232.08

=====

(4)
Below is 2 unconnected molecules or ions with the total composition C2H3NO2S, with properties calculated with wB97M-V/def2-TZVPD.

CARTESIAN COORDINATES (ANGSTROEM)
C: -1.8602 -1.0540 0.0772
C: 0.5540 -0.3818 -0.1191
N: 0.5225 0.8970 -0.0840
O: -2.6157 -0.1577 -0.0534
O: 1.6687 1.7332 0.0020
S: 1.6592 -1.5359 -0.0637
H: -2.0444 -2.1125 0.2352
H: -0.3115 1.4629 -0.1542
H: 2.4274 1.1488 0.1599

- gap between HOMO and LUMO (spin up / spin down) (Ha) = 0.27578 / 0.28986
- multiplicity = 3
- LUMO energy (spin up / spin down) (eV) = 0.70 / -1.49
- energy above the lowest of the compared OMol25 structures with the same formula, charge and spin (kJ/mol) = 211.84

=====

(5)
Below is 2 unconnected molecules or ions with the total composition C2H3NO2S2, with properties calculated with wB97M-V/def2-TZVPD.

CARTESIAN COORDINATES (ANGSTROEM)
C: -0.0653 -0.2577 0.9392
C: 0.5287 -1.3814 0.6295
N: 0.9995 -2.4599 0.2081
O: -2.0251 1.1663 -1.0303
O: -0.0064 2.0706 -2.0965
S: 0.8076 1.2459 1.3466
S: -1.0375 1.0538 -2.0922
H: -1.2496 -0.3620 0.9546
H: 0.7960 1.9454 0.0619
H: 1.2521 -3.0209 1.0791

- gap between HOMO and LUMO (Ha) = 0.29221
- LUMO energy (eV) = -1.50
- energy above the lowest of the compared OMol25 structures with the same formula, charge and spin (kJ/mol) = 214.75

=====

(6)
Below is C2H3NO2S2 in the gas phase, with properties calculated with wB97M-V/def2-TZVPD.

CARTESIAN COORDINATES (ANGSTROEM)
C: 0.5114 -0.0317 0.8390
C: -0.2135 0.3001 -0.2262
N: -0.0448 1.7231 -0.5481
O: -0.0838 2.4317 0.4529
O: 0.0862 1.9372 -1.6977
S: 1.0587 -2.1642 1.2519
S: -1.0995 -0.4870 -1.4537
H: 1.1041 0.7435 1.2397
H: -0.1416 -2.6377 1.1740
H: -1.1774 -1.8151 -1.0317

- gap between HOMO and LUMO (Ha) = 0.32581
- LUMO energy (eV) = -0.60
- energy above the lowest of the compared OMol25 structures with the same formula, charge and spin (kJ/mol) = 541.81

=====

(7)
Below is C2H3NO3 in the gas phase, with properties calculated with wB97M-V/def2-TZVPD.

CARTESIAN COORDINATES (ANGSTROEM)
C: 0.4538 0.3309 0.0638
C: -0.7729 -0.0796 -0.1425
O: -1.9411 0.6058 0.0365
N: -3.1937 -0.0451 -0.0038
O: -4.0887 0.7702 -0.0506
O: -3.2027 -1.2352 0.0980
H: 1.2293 -0.2608 -0.2136
H: 0.6824 1.3013 0.5537
H: -0.8069 -0.9915 -0.5652

- gap between HOMO and LUMO (Ha) = 0.37541
- LUMO energy (eV) = -0.06
- SMILES = C=CO[N+](=O)[O-]
- energy above the lowest of the compared OMol25 structures with the same formula, charge and spin (kJ/mol) = 604.42

=====

(8)
Below is 2 unconnected molecules or ions with the total composition C2H3NO3, with properties calculated with wB97M-V/def2-TZVPD.

CARTESIAN COORDINATES (ANGSTROEM)
C: 1.0247 0.9706 -0.5898
C: 0.0646 -0.1339 -0.3497
N: -1.8525 1.1457 1.9356
O: -2.8309 1.6929 2.4156
O: -0.8780 1.5686 1.3494
O: -0.2003 0.7370 -1.2133
H: 1.0145 1.6141 0.2840
H: 1.8591 0.9015 -1.2668
H: -2.0066 0.0471 1.9447

- gap between HOMO and LUMO (Ha) = 0.34899
- LUMO energy (eV) = -0.23
- energy above the lowest of the compared OMol25 structures with the same formula, charge and spin (kJ/mol) = 780.23

=====

(9)
Below is 2 unconnected molecules or ions with the total composition C2H3NO3, with properties calculated with wB97M-V/def2-TZVPD.

CARTESIAN COORDINATES (ANGSTROEM)
C: 1.1783 -0.5985 0.1812
C: -0.2972 -0.6318 -0.1277
N: -0.9669 1.2655 -0.3796
O: -0.2932 2.0959 0.1269
O: -2.0238 1.1002 -0.8674
O: 0.1516 -0.7910 1.1316
H: 1.7897 -1.4133 0.0326
H: 1.5110 0.3713 0.3407
H: -1.0495 -1.3983 -0.4383

- gap between HOMO and LUMO (Ha) = 0.35684
- LUMO energy (eV) = 0.60
- energy above the lowest of the compared OMol25 structures with the same formula, charge and spin (kJ/mol) = 702.30

=====

(10)
Below is C2H3NO3 in the gas phase, with properties calculated with wB97M-V/def2-TZVPD.

CARTESIAN COORDINATES (ANGSTROEM)
O: -2.4236 -0.0799 0.3474
C: -1.0804 0.0443 -0.0294
N: -0.5158 -0.0510 -1.1806
C: 0.4134 0.0847 -0.0996
O: 1.0971 1.3200 0.0411
O: 1.1638 -0.9750 0.2448
H: -3.0758 -0.0002 -0.4244
H: 1.0583 1.9014 -0.6425
H: 1.9011 -0.6596 0.6842

- gap between HOMO and LUMO (Ha) = 0.38524
- LUMO energy (eV) = 0.57
- SMILES = OC1=NC1(O)O
- energy above the lowest of the compared OMol25 structures with the same formula, charge and spin (kJ/mol) = 341.30